No. 1
C48H41CuIN9S4 | ωB97M-V with the def2-TZVPD basis set

Atoms and positions in Å:
1 Cu 1.9114 0.6093 1.7010
2 N -0.3075 3.4883 4.3637
3 C 0.6329 2.8927 3.5902
4 S 0.7090 3.2382 1.9334
5 N 1.4657 2.1002 4.2580
6 N 2.2789 1.3592 3.5451
7 C 3.4015 0.9586 4.0345
8 C 4.2991 0.2635 3.1415
9 C 5.5339 -0.2494 3.5375
10 C 6.3357 -0.8638 2.5955
11 C 5.8996 -0.9518 1.2795
12 C 4.6624 -0.4202 0.9623
13 N 3.8908 0.1704 1.8645
14 H -0.7181 4.3366 4.0174
15 H -0.1920 3.4002 5.3613
16 H 3.6979 1.2240 5.0441
17 H 5.8419 -0.1730 4.5714
18 H 7.2949 -1.2747 2.8818
19 H 6.4965 -1.4312 0.5170
20 H 4.2573 -0.4677 -0.0397
21 N 1.9584 0.2362 -0.2141
22 S 1.3915 0.3349 -1.5442
23 N -0.0953 -0.3714 -1.8879
24 S -1.4554 0.2527 -1.4715
25 N -1.6631 0.8942 -0.0867
26 S -1.2967 0.2536 1.4293
27 N 0.0601 0.0396 1.9028
28 C -2.4184 1.2687 2.3991
29 C -2.9616 2.4465 1.9143
30 C -3.8331 3.1646 2.7183
31 C -4.1547 2.6985 3.9865
32 C -3.5906 1.5245 4.4654
33 C -2.7102 0.8067 3.6723
34 C -2.1377 -1.3353 1.5230
35 C -1.3176 -2.4505 1.5288
36 C -1.8838 -3.7084 1.6435
37 C -3.2613 -3.8370 1.7568
38 C -4.0737 -2.7108 1.7495
39 C -3.5140 -1.4477 1.6297
40 C -2.6481 -1.0033 -1.9122
41 C -2.2418 -2.2736 -2.2774
42 C -3.2044 -3.1898 -2.6751
43 C -4.5414 -2.8227 -2.7055
44 C -4.9324 -1.5424 -2.3337
45 C -3.9827 -0.6219 -1.9300
46 C -2.0066 1.4796 -2.6489
47 C -1.9858 1.0927 -3.9825
48 C -2.4165 1.9892 -4.9431
49 C -2.8535 3.2524 -4.5630
50 C -2.8658 3.6224 -3.2267
51 C -2.4413 2.7295 -2.2532
52 C 2.3778 -0.5508 -2.7484
53 C 3.6894 -0.1187 -2.8980
54 C 4.5501 -0.8431 -3.7038
55 C 4.1001 -1.9941 -4.3413
56 C 2.7856 -2.4086 -4.1929
57 C 1.9131 -1.6825 -3.3939
58 C 1.3766 2.0034 -2.2008
59 C 1.4560 2.2392 -3.5644
60 C 1.5217 3.5493 -4.0105
61 C 1.5089 4.5971 -3.0971
62 C 1.4306 4.3419 -1.7356
63 C 1.3666 3.0352 -1.2783
64 H -2.6869 2.7879 0.9285
65 H -4.2611 4.0881 2.3508
66 H -4.8477 3.2555 4.6037
67 H -3.8328 1.1708 5.4584
68 H -2.2475 -0.1036 4.0356
69 H -0.2461 -2.2980 1.4770
70 H -1.2523 -4.5882 1.6461
71 H -3.7051 -4.8199 1.8519
72 H -5.1477 -2.8130 1.8356
73 H -4.1375 -0.5620 1.6416
74 H -1.1891 -2.5251 -2.2518
75 H -2.9042 -4.1871 -2.9677
76 H -5.2880 -3.5400 -3.0206
77 H -5.9759 -1.2598 -2.3643
78 H -4.2660 0.3839 -1.6414
79 H -1.6395 0.1021 -4.2529
80 H -2.4097 1.7022 -5.9859
81 H -3.1839 3.9531 -5.3187
82 H -3.2084 4.6070 -2.9383
83 H -2.4381 2.9863 -1.2019
84 H 4.0230 0.7747 -2.3819
85 H 5.5734 -0.5153 -3.8277
86 H 4.7806 -2.5676 -4.9567
87 H 2.4348 -3.3042 -4.6880
88 H 0.8852 -1.9874 -3.2594
89 H 1.4821 1.4144 -4.2661
90 H 1.5952 3.7528 -5.0707
91 H 1.5701 5.6179 -3.4519
92 H 1.4361 5.1529 -1.0192
93 H 1.3331 2.8061 -0.2186
94 I 0.9632 -5.1233 -0.5514
95 C 1.4212 -4.1385 1.2450
96 C 1.1896 -4.7666 2.4561
97 C 1.4486 -4.0581 3.6176
98 C 1.9244 -2.7605 3.5069
99 N 2.1672 -2.1709 2.3410
100 C 1.9250 -2.8441 1.2211
101 H 0.8143 -5.7805 2.4954
102 H 1.2815 -4.5124 4.5844
103 H 2.1188 -2.1595 4.3890
104 H 2.1089 -2.3199 0.2913

Values from the calculation:
Gap between HOMO and LUMO (alpha / beta) = 7.0653 / 7.1076 eV
E_LUMO (alpha / beta) = -2.1 / -2.1 eV
Charge = +1
Energy = -159921.7209 eV
Multiplicity = 2
Energy above the lowest of the compared OMol25 structures with the same formula, charge and spin = 10.77 kcal/mol

These are the Löwdin partial charges, in e, on atoms 1 to 99:
1 Cu 0.402
2 N 0.080
3 C -0.898
4 S 0.636
5 N -0.014
6 N -0.106
7 C -0.062
8 C -0.254
9 C -0.005
10 C -0.047
11 C -0.040
12 C -0.113
13 N 0.035
14 H 0.080
15 H 0.098
16 H 0.130
17 H 0.118
18 H 0.114
19 H 0.108
20 H 0.087
21 N -0.287
22 S 0.794
23 N -0.354
24 S 0.875
25 N -0.343
26 S 0.793
27 N -0.299
28 C -0.330
29 C -0.079
30 C -0.062
31 C -0.067
32 C -0.062
33 C -0.074
34 C -0.304
35 C -0.059
36 C -0.068
37 C -0.057
38 C -0.059
39 C -0.069
40 C -0.315
41 C -0.056
42 C -0.049
43 C -0.054
44 C -0.050
45 C -0.060
46 C -0.321
47 C -0.064
48 C -0.051
49 C -0.054
50 C -0.048
51 C -0.047
52 C -0.318
53 C -0.078
54 C -0.057
55 C -0.062
56 C -0.060
57 C -0.068
58 C -0.314
59 C -0.073
60 C -0.062
61 C -0.060
62 C -0.049
63 C -0.092
64 H 0.078
65 H 0.110
66 H 0.109
67 H 0.111
68 H 0.126
69 H 0.070
70 H 0.067
71 H 0.111
72 H 0.111
73 H 0.121
74 H 0.086
75 H 0.114
76 H 0.113
77 H 0.115
78 H 0.126
79 H 0.123
80 H 0.115
81 H 0.113
82 H 0.115
83 H 0.097
84 H 0.124
85 H 0.113
86 H 0.111
87 H 0.111
88 H 0.084
89 H 0.119
90 H 0.111
91 H 0.110
92 H 0.114
93 H -0.031
94 I 0.894
95 C -0.715
96 C -0.154
97 C -0.040
98 C -0.115
99 N 0.073

=====

No. 2
C48H42ClF5N15O6RbS2Se | ωB97M-V with the def2-TZVPD basis set

Atoms and positions in Å:
1 Rb -0.1129 0.7606 -0.4213
2 N 3.7854 -0.0851 -1.8965
3 N 3.7029 -0.8758 -0.7077
4 C 3.7453 0.7317 1.1569
5 N 2.6446 0.0882 1.7965
6 S 3.6098 2.5254 1.3373
7 H 3.3482 0.8264 -1.7597
8 H 3.2496 -0.5802 -2.5987
9 H 2.7345 -0.9959 -0.4078
10 H 2.8983 -0.6683 2.4228
11 H 1.9927 0.7224 2.2413
12 C 5.3101 0.7243 4.3420
13 N 5.3970 0.5104 2.9127
14 C 4.9087 1.3631 1.8728
15 N 4.3924 -0.2269 0.3075
16 C 5.0969 -1.0598 1.2193
17 N 5.4744 -0.7954 2.4251
18 C 3.9159 0.6853 4.9280
19 C 3.0702 1.7856 4.8256
20 C 1.7413 1.6929 5.2183
21 C 1.2451 0.4922 5.7104
22 C 2.1104 -0.5855 5.8883
23 C 3.4410 -0.4842 5.5037
24 C 1.5900 -1.8685 6.3687
25 N 2.0602 -2.6806 7.2617
26 N 1.1970 -3.7468 7.3290
27 C 0.2541 -3.5242 6.4743
28 O 0.4437 -2.3432 5.8290
29 C -0.8604 -4.3667 6.0676
30 C -1.1955 -5.5444 6.7339
31 C -2.2027 -6.3448 6.2297
32 C -2.8658 -6.0034 5.0576
33 C -2.5342 -4.8348 4.3904
34 C -3.1054 -4.4767 3.0348
35 N -2.0119 -4.3212 2.0958
36 C -1.3970 -3.2008 1.6684
37 N -0.2998 -3.5190 1.0152
38 C -0.2843 -4.8738 1.0822
39 N -1.2956 -5.4053 1.7303
40 C -1.5506 -4.0092 4.9150
41 H 5.7547 1.7076 4.5141
42 H 5.9345 -0.0330 4.8189
43 H 5.7329 1.5541 1.1909
44 H 5.2798 -2.0631 0.8550
45 H 3.4416 2.7079 4.3972
46 H 1.0845 2.5450 5.1060
47 H 0.1923 0.3797 5.9385
48 H 4.0963 -1.3387 5.6250
49 H -0.6607 -5.8178 7.6342
50 H -2.4585 -7.2651 6.7405
51 H -3.6169 -6.6707 4.6509
52 H -3.6602 -3.5384 3.0668
53 H -3.7582 -5.2692 2.6704
54 H -1.7699 -2.2040 1.8508
55 H 0.4965 -5.4776 0.6474
56 H -1.2910 -3.0915 4.4020
57 C -6.1149 2.4175 -6.0600
58 C -4.7615 2.3143 -5.4051
59 C -3.7564 3.2307 -5.6953
60 C -2.5232 3.1568 -5.0624
61 C -2.2877 2.1553 -4.1382
62 C -3.2746 1.2328 -3.8364
63 C -4.5031 1.3143 -4.4701
64 S -0.7198 2.0854 -3.2574
65 O 0.1762 2.9735 -3.9546
66 O -1.0919 2.4362 -1.9030
67 N -0.2263 0.5777 -3.2131
68 C 0.1216 -0.1124 -4.3325
69 C -0.1514 0.2467 -5.6565
70 C 0.1610 -0.5899 -6.7317
71 C 0.7614 -1.8081 -6.5459
72 C 1.1180 -2.1999 -5.2397
73 C 1.7858 -3.4144 -4.9688
74 C 2.1761 -3.7084 -3.6934
75 C 1.8895 -2.7799 -2.6746
76 N 1.2292 -1.6675 -2.8759
77 C 0.8281 -1.3565 -4.1303
78 H -6.0603 2.9978 -6.9809
79 H -6.8210 2.9164 -5.3915
80 H -6.5158 1.4301 -6.2936
81 H -3.9399 4.0109 -6.4257
82 H -1.7293 3.8623 -5.2759
83 H -3.0553 0.4626 -3.1078
84 H -5.2848 0.5944 -4.2435
85 H -0.6080 1.2039 -5.8519
86 H -0.0823 -0.2621 -7.7365
87 H 0.9902 -2.4590 -7.3821
88 H 1.9931 -4.0955 -5.7874
89 H 2.6981 -4.6269 -3.4577
90 H 2.2157 -2.9576 -1.6572
91 O -1.2741 -0.9253 2.8892
92 H -1.9805 -0.4031 2.4822
93 H -0.5476 -0.2732 2.8448
94 Cl -1.5737 4.3876 3.0611
95 C -0.7362 3.5747 1.7154
96 C -0.8980 2.0527 1.8841
97 O -2.0231 1.5613 1.6660
98 O 0.1303 1.4083 2.2186
99 H 0.3101 3.8628 1.7487
100 H -1.2030 3.9073 0.7918
101 F -0.2806 8.1052 -4.8460
102 C 0.4088 7.3131 -3.9998
103 C 1.7902 7.3028 -4.0144
104 F 2.4462 8.0940 -4.8875
105 C 2.4854 6.4908 -3.1418
106 F 3.8237 6.5330 -3.2025
107 C 1.8539 5.6571 -2.2097
108 Se 2.8129 4.5891 -1.0212
109 C 0.4519 5.7010 -2.2265
110 F -0.2433 4.9695 -1.3546
111 C -0.2564 6.5013 -3.0987
112 F -1.6028 6.5176 -3.0886
113 N -4.4732 -1.1680 -1.8004
114 C -4.8341 -0.2185 -0.8713
115 C -3.9445 -0.3503 0.1533
116 N -3.0484 -1.3550 -0.1319
117 C -3.3827 -1.8121 -1.3111
118 H -4.8922 -1.3041 -2.7010
119 H -5.6565 0.4559 -1.0332
120 H -3.8652 0.2318 1.0561
121 H -2.8748 -2.6020 -1.8434

Values from the calculation:
Gap between HOMO and LUMO = 4.9157 eV
E_LUMO = 3.1 eV
Charge = -2
Energy = -198875.1346 eV
Multiplicity = 1

These are the Löwdin partial charges, in e, on atoms 1 to 99:
1 Rb 0.904
2 N 0.041
3 N -0.095
4 C -0.730
5 N 0.098
6 S 0.871
7 H 0.069
8 H 0.039
9 H 0.087
10 H 0.088
11 H 0.019
12 C -0.126
13 N -0.150
14 C -0.468
15 N -0.104
16 C -0.144
17 N 0.077
18 C -0.202
19 C -0.039
20 C -0.048
21 C -0.010
22 C -0.147
23 C 0.016
24 C -0.288
25 N 0.101
26 N 0.099
27 C -0.288
28 O 0.138
29 C -0.129
30 C -0.028
31 C -0.082
32 C -0.040
33 C -0.190
34 C -0.076
35 N -0.136
36 C -0.176
37 N 0.102
38 C -0.242
39 N 0.083
40 C 0.049
41 H 0.122
42 H 0.115
43 H 0.107
44 H 0.113
45 H 0.104
46 H 0.111
47 H 0.122
48 H 0.123
49 H 0.111
50 H 0.098
51 H 0.107
52 H 0.135
53 H 0.118
54 H 0.064
55 H 0.092
56 H 0.117
57 C -0.063
58 C -0.284
59 C -0.038
60 C -0.044
61 C -0.262
62 C -0.047
63 C -0.048
64 S 0.527
65 O -0.285
66 O -0.526
67 N -0.205
68 C -0.275
69 C -0.028
70 C -0.098
71 C -0.084
72 C -0.172
73 C -0.035
74 C -0.063
75 C -0.156
76 N 0.105
77 C -0.160
78 H 0.069
79 H 0.078
80 H 0.071
81 H 0.108
82 H 0.116
83 H 0.097
84 H 0.097
85 H 0.090
86 H 0.097
87 H 0.094
88 H 0.106
89 H 0.095
90 H 0.096
91 O -0.095
92 H 0.020
93 H 0.029
94 Cl 0.546
95 C -0.483
96 C -0.868
97 O -0.093
98 O -0.185
99 H 0.067